# 1
15
Properties=species:S:1:pos:R:3:forces:R:3 method="wB97M-V/def2-TZVPD" multiplicity=1 total_charge=0 relative_energy_kcal_mol=33.2 lumo_ha=0.0279 smiles="C=C(O)CC(C)=O" homo_lumo_gap_ev=9.5375
C 0.466069 -0.164627 -1.713357 0.549 -1.309 0.080
C -1.810497 0.723808 0.563517 -0.153 0.043 -0.274
C 1.081742 -0.618548 -0.596940 0.484 1.398 -1.502
C -0.319424 0.726998 0.785183 0.988 -0.230 2.303
C 0.400814 -0.714341 0.717481 -0.952 1.547 -0.010
O 2.456936 -0.637963 -0.608239 -0.213 -0.317 0.496
O 0.277194 1.712146 1.199537 -0.699 -1.529 -0.989
H 2.795205 -0.728206 0.297821 -0.200 0.032 -0.450
H -0.604856 -0.205549 -1.862563 0.021 0.120 0.356
H 1.054054 0.008518 -2.609384 0.017 0.060 0.197
H -2.228201 -0.283184 0.606242 0.096 0.063 -0.101
H -2.029278 1.150856 -0.417310 -0.121 0.059 0.108
H -2.288290 1.325126 1.341602 0.155 0.090 -0.213
H 1.097434 -0.788218 1.557323 -0.147 -0.051 -0.134
H -0.348900 -1.506815 0.739089 0.177 0.024 0.133

# 2
19
Properties=species:S:1:pos:R:3:forces:R:3 method="wB97M-V/def2-TZVPD" multiplicity=1 total_charge=0 relative_energy_kcal_mol=15.3 lumo_ha=0.0413 smiles=CCC.CC homo_lumo_gap_ev=11.8805
C -3.029128 1.244713 0.651350 0.202 0.959 1.480
C -1.800300 1.493812 -0.197937 0.104 -0.522 -0.461
H -3.691447 2.116013 0.632748 -0.287 -0.294 -0.587
H -3.575363 0.319040 0.508883 0.001 -0.029 -0.429
H -2.758794 1.275024 1.714687 0.224 -0.378 -0.044
H -2.058351 1.467468 -1.258343 0.117 0.214 -0.020
H -1.314605 2.429261 0.044893 -0.204 0.470 -0.041
H -1.005491 0.763545 -0.061502 -0.254 -0.158 0.097
C 1.634660 -0.475557 -0.297876 -0.002 1.453 -0.805
C 0.497458 -1.485736 -0.188347 0.414 0.964 0.470
C 3.028372 -1.046308 -0.114752 0.820 0.233 0.658
H 1.710439 0.159331 -1.198977 -0.546 -1.003 -0.658
H 1.353090 0.405397 0.294662 0.525 -0.592 1.192
H 0.439299 -2.190737 -1.001620 -0.059 -0.303 -0.144
H -0.426543 -0.939163 -0.045844 -0.336 -0.256 -0.465
H 3.083820 -1.977622 0.452734 -0.258 0.118 0.179
H 3.528285 -1.249676 -1.046015 -0.184 -0.314 -0.723
H 0.645811 -1.964033 0.774887 0.044 -0.608 -0.022
H 3.738789 -0.344770 0.336369 -0.321 0.048 0.320

# 3
57
Properties=species:S:1:pos:R:3:forces:R:3 method="wB97M-V/def2-TZVPD" multiplicity=1 total_charge=+1 relative_energy_kcal_mol=8.6 lumo_ha=-0.1612 homo_lumo_gap_ev=6.4346
C -4.431239 -1.125667 0.817262 -0.038 -0.424 0.569
C -4.017179 -0.294164 -0.328872 1.961 0.304 -1.402
N -2.843099 -0.397950 -0.886608 -1.299 0.232 0.219
C -2.814603 0.508920 -2.061530 0.516 -0.240 0.101
C -4.131595 1.269302 -2.067580 -0.164 0.179 -0.039
N -4.838791 0.669827 -0.932955 -0.842 0.067 0.396
C -6.096546 1.067447 -0.472324 -0.176 -0.719 0.844
C -6.797419 2.150417 -1.241590 -0.213 0.308 -0.179
O -6.621918 0.557850 0.514976 0.323 0.838 -1.143
H -5.421848 -0.837175 1.161399 0.327 -0.258 0.086
H -4.415307 -2.182626 0.524552 -0.036 0.243 -0.006
H -3.691761 -1.012812 1.618234 -0.159 -0.013 -0.097
H -1.967131 1.205918 -1.969076 -0.131 -0.339 -0.128
H -2.710975 -0.050924 -3.007634 0.229 0.020 0.547
H -3.956399 2.338317 -1.913551 -0.268 -0.101 -0.035
H -4.675787 1.105802 -3.002492 -0.017 0.173 0.196
H -6.243627 2.545223 -2.097100 -0.158 -0.099 0.211
H -7.762503 1.755999 -1.583929 0.251 0.046 0.069
H -7.026544 2.969202 -0.547897 0.091 -0.200 -0.141
C -0.043043 1.291546 4.819453 -0.405 0.165 0.295
N 0.658647 0.936781 3.599053 -0.927 -0.244 -1.446
C 0.040435 0.606746 2.432858 0.992 -0.005 0.945
C 1.004976 0.268605 1.456365 0.215 0.159 -0.389
C 0.742824 -0.200277 0.160028 -0.029 0.721 0.538
C 1.700343 -0.337490 -0.862609 0.476 0.010 -0.492
C 2.834099 0.450764 -1.179564 0.003 -1.128 -0.166
N 3.556102 -0.147179 -2.165149 -0.809 0.575 0.777
C 4.823720 0.354889 -2.665344 0.263 0.345 -0.104
C 2.923660 -1.336126 -2.556768 -0.289 -0.095 0.628
C 1.747361 -1.467716 -1.781984 0.476 0.224 -0.331
C 0.978584 -2.617567 -1.881360 0.044 -0.422 -0.413
C 1.391175 -3.623024 -2.770415 -0.151 0.449 0.250
C 2.566869 -3.480392 -3.532143 0.131 0.537 0.125
C 3.361629 -2.326262 -3.424090 -0.292 -0.368 -0.188
C 2.307397 0.423004 2.116824 -0.292 0.289 0.789
C 2.049624 0.853572 3.444489 0.164 -0.450 -0.617
C 3.049622 1.049747 4.388326 0.359 0.004 -0.062
C 4.375961 0.811539 3.989609 -0.532 0.077 -0.134
C 4.652011 0.359144 2.688588 -0.473 -0.054 -0.126
C 3.617548 0.147827 1.764081 0.725 0.075 0.168
H 0.692913 1.467121 5.605999 -0.274 -0.021 -0.112
H -0.647811 2.196246 4.668934 0.311 -0.176 0.046
H -0.725033 0.484839 5.123600 0.356 0.158 -0.078
H -1.039016 0.618978 2.342158 0.128 -0.012 0.045
H -0.285528 -0.491040 -0.073666 0.112 -0.214 0.098
H 3.161513 1.385142 -0.739549 -0.087 -0.109 -0.143
H 5.201079 -0.342397 -3.415425 -0.002 0.246 0.145
H 4.695872 1.349616 -3.112843 -0.021 -0.342 -0.014
H 5.557536 0.451882 -1.851876 -0.253 -0.200 -0.228
H 0.083996 -2.685695 -1.263955 0.115 -0.319 -0.242
H 0.791076 -4.528156 -2.877321 0.207 0.285 0.045
H 2.855837 -4.277850 -4.217610 -0.026 0.260 0.230
H 4.283481 -2.183337 -3.987732 -0.283 -0.303 0.056
H 2.789092 1.379761 5.394543 0.314 -0.118 -0.244
H 5.201080 0.970645 4.684719 -0.328 -0.034 -0.148
H 5.684024 0.167836 2.388971 -0.341 0.019 0.136
H 3.824615 -0.224629 0.767521 0.227 0.000 0.293

# 4
93
Properties=species:S:1:pos:R:3:forces:R:3 method="wB97M-V/def2-TZVPD" multiplicity=2 total_charge=-1 relative_energy_kcal_mol=52.8 lumo_ha="0.0298 / 0.0322" homo_lumo_gap_ev="4.1952 / 4.1612"
Re -1.568941 -0.457048 -1.141645 0.546 0.566 -0.639
O -3.794829 -4.437313 -7.262819 0.891 -0.029 0.632
N -2.811427 -4.387739 -6.502032 -0.351 -2.022 -2.037
O -1.916832 -5.251013 -6.550345 -0.893 0.879 0.117
C -2.739964 -3.338643 -5.588740 -0.950 2.303 1.226
C -3.809231 -2.435672 -5.571944 1.013 -1.482 -0.613
C -3.892868 -1.384611 -4.668959 -0.075 1.191 1.108
C -4.936420 -0.426072 -4.694988 0.202 -0.889 -0.719
C -4.963940 0.540174 -3.723645 0.637 0.329 1.093
C -4.018373 0.537640 -2.702820 -1.350 0.856 -0.448
N -2.999673 -0.343218 -2.638145 1.867 -0.570 1.565
C -2.907922 -1.261338 -3.647252 0.217 -1.118 -1.207
C -1.765803 -2.121838 -3.699810 -0.975 0.359 -0.523
N -0.798650 -1.888422 -2.786672 -0.440 0.529 0.964
C 0.336564 -2.580621 -2.842173 0.307 0.003 0.022
C 0.550004 -3.575988 -3.776173 -0.112 0.080 -0.036
C -0.446483 -3.875541 -4.693193 0.017 0.097 0.106
C -1.641532 -3.142087 -4.686618 0.510 -0.418 0.073
H -4.598651 -2.592124 -6.288245 -0.091 0.058 -0.055
H -5.680883 -0.464219 -5.473418 -0.108 -0.058 -0.117
H -5.724694 1.304563 -3.716491 -0.100 0.050 0.051
H -4.080122 1.256102 -1.897610 0.089 -0.052 0.019
H 1.100339 -2.319651 -2.118636 -0.119 0.013 0.087
H 1.482712 -4.123593 -3.775833 -0.007 0.038 0.007
H -0.304664 -4.662627 -5.413681 0.013 0.067 0.073
C 4.044402 0.764909 3.084682 -0.562 0.095 -0.186
C 2.545426 1.061775 3.230213 0.669 0.093 0.688
C 2.241146 1.526471 4.659772 -0.106 -0.163 -0.572
O 2.128067 2.053081 2.319688 -0.034 -0.008 0.142
C 1.356680 1.462126 1.292818 -0.081 -0.206 -0.673
C 0.923102 0.100435 1.873782 -0.549 -0.048 -0.417
O 1.834063 -0.118493 2.933899 0.085 -0.015 0.057
C 0.930558 -1.094965 0.857169 0.402 0.142 0.972
O 0.150201 -0.780935 -0.217429 -0.845 -0.088 -0.839
C 0.378638 -2.366393 1.517597 -0.097 0.026 -0.071
C -0.083184 -3.371241 0.673708 0.043 -0.079 -0.023
C -0.661390 -4.523180 1.173608 0.084 0.009 -0.119
C -0.781343 -4.696255 2.540173 -0.023 -0.059 0.165
C -0.292149 -3.720741 3.389192 -0.083 -0.138 0.114
C 0.281392 -2.563976 2.887571 0.078 0.053 -0.038
C 2.363126 -1.324848 0.384705 -0.115 -0.070 -0.142
C 2.790958 -0.683072 -0.772051 -0.086 0.042 -0.088
C 4.082494 -0.845744 -1.234868 0.161 -0.004 -0.043
C 4.959913 -1.672219 -0.553410 0.101 -0.007 -0.071
C 4.536792 -2.323536 0.593391 0.193 -0.084 0.060
C 3.248655 -2.147546 1.068016 -0.041 0.111 -0.059
C 0.211946 2.435150 0.858311 0.389 0.119 -0.266
O -0.231728 1.941501 -0.404990 0.659 0.062 0.633
C 0.735261 3.823083 0.468028 0.077 0.023 -0.067
C 2.063196 4.114231 0.188088 -0.052 -0.094 0.136
C 2.437509 5.387239 -0.218276 0.095 0.080 -0.072
C 1.494592 6.386853 -0.365124 0.065 0.038 -0.047
C 0.159156 6.090570 -0.144956 -0.096 -0.053 0.032
C -0.214557 4.823036 0.261383 0.059 0.059 -0.026
C -0.708441 2.556347 2.060843 -0.150 0.149 0.016
C -1.714800 1.652503 2.392920 -0.068 0.101 -0.059
C -2.322108 1.703847 3.639528 -0.029 -0.114 0.011
C -1.942460 2.649767 4.574221 -0.012 0.044 0.073
C -0.968294 3.575064 4.242500 0.058 0.049 0.077
C -0.358224 3.524574 3.002651 -0.069 -0.020 0.095
H 4.625632 1.644254 3.343559 0.106 0.105 0.066
H 4.263889 0.472792 2.061276 0.029 -0.057 -0.138
H 4.291943 -0.059060 3.747445 0.142 -0.084 0.077
H 2.840706 2.404230 4.879638 0.062 0.137 0.111
H 2.488302 0.725827 5.350024 0.079 -0.066 0.135
H 1.188661 1.776901 4.759925 -0.117 0.001 -0.039
H 1.985541 1.292611 0.408370 -0.141 0.112 0.106
H -0.096293 0.145062 2.278333 0.298 -0.049 -0.093
H 0.009159 -3.249188 -0.393768 -0.067 0.055 -0.067
H -1.014336 -5.284824 0.493062 -0.071 -0.034 -0.060
H -1.258577 -5.579186 2.941442 0.003 -0.080 0.027
H -0.362777 -3.855050 4.458858 -0.039 0.008 0.114
H 0.664130 -1.828350 3.574375 -0.026 0.125 0.069
H 2.093455 -0.062193 -1.318204 -0.061 0.015 0.020
H 4.405096 -0.328191 -2.127626 0.010 0.013 -0.082
H 5.964490 -1.813610 -0.926528 0.093 -0.028 0.020
H 5.221562 -2.976398 1.117428 0.021 -0.044 0.069
H 2.922388 -2.650348 1.965250 -0.021 -0.077 0.085
H 2.827652 3.364106 0.312078 0.054 -0.125 0.047
H 3.477376 5.599838 -0.426464 0.083 -0.017 0.043
H 1.794516 7.386201 -0.648932 0.014 0.039 -0.075
H -0.593045 6.851389 -0.286351 -0.114 0.099 0.003
H -1.258138 4.607036 0.441448 -0.084 -0.037 0.021
H -2.027905 0.880654 1.705565 -0.012 -0.028 -0.080
H -3.070559 0.966410 3.885443 -0.137 -0.076 -0.048
H -2.384662 2.657697 5.560605 -0.107 0.016 0.043
H -0.651561 4.321886 4.959062 -0.013 0.032 0.038
H 0.430200 4.226100 2.779861 0.033 0.034 0.017
C -1.583261 1.700330 -0.755145 -0.882 -0.719 -0.440
H -2.266799 2.180698 -0.040835 0.035 -0.205 -0.063
H -1.714084 2.219234 -1.728881 -0.166 -0.207 0.276
N -3.856959 -0.958149 1.012872 -0.739 -0.130 0.793
C -3.042055 -0.747230 0.221349 0.875 0.447 -1.134